C3H5N3 in the gas phase at a distorted geometry, computed with ωB97M-V/def2-TZVPD.

```
11
C3H5N3 (ωB97M-V/def2-TZVPD)
N 1.896 0.249 -0.044
H -2.086 -1.244 -0.547
H -2.158 0.830 -0.587
H 2.914 0.569 -0.070
H -2.279 -0.291 1.029
N 1.756 -1.124 0.016
C -1.757 -0.201 -0.051
H 0.773 1.928 0.093
C -0.234 -0.187 0.104
C 0.692 0.850 0.045
N 0.484 -1.377 0.011
```

Output
HOMO-LUMO gap: 10.176 eV
Energy above the lowest of the compared OMol25 structures with the same formula, charge and spin: 46.83 kcal/mol
LUMO level: 0.86 eV

C4H13F2N3O2P2 as an isolated structure at a distorted geometry, computed with ωB97M-V/def2-TZVPD.

```
26
C4H13F2N3O2P2 (ωB97M-V/def2-TZVPD)
C -1.785 -1.831 0.997
P 2.257 -0.732 -0.015
H 0.772 4.190 1.006
N -0.363 -0.407 -1.707
H -2.568 -3.116 -0.611
O -0.856 1.575 -0.215
C -1.624 -3.065 0.017
H -1.142 0.134 -2.121
H -0.415 2.415 1.652
H -0.796 -3.128 -0.624
F 3.625 0.076 0.655
H -1.113 -2.002 1.821
H 1.527 2.694 0.132
P -0.334 0.113 -0.164
H -2.883 -1.878 1.380
H -1.449 -3.922 0.725
H -1.410 3.451 0.515
H 0.443 -0.092 -2.140
F 2.585 -1.968 0.945
H 3.171 -1.173 -1.846
H 0.532 3.845 -0.853
O -1.632 -0.537 0.476
N 0.974 -0.007 0.716
C 0.760 3.508 0.219
N 2.269 -0.830 -1.551
C -0.544 2.686 0.589
```

Output
HOMO-LUMO gap: 10.723 eV
LUMO level: 0.71 eV

C40H57AsN10OS4Ti as an isolated structure, computed with ωB97M-V/def2-TZVPD.

```
114
C40H57AsN10OS4Ti (ωB97M-V/def2-TZVPD)
S 3.051 2.633 -0.597
H 4.026 -0.264 -0.042
C -2.810 -1.940 1.060
C -1.712 -4.918 1.205
H -1.595 2.542 -3.020
H 3.124 4.360 -4.545
C -4.027 0.321 1.304
C 1.319 0.227 -4.567
N -2.775 -0.419 0.898
C -0.214 -1.330 -2.135
H -1.296 0.921 -5.635
H 0.846 3.265 -5.038
C -5.104 -1.645 0.103
H 3.434 0.604 -4.952
H -4.675 -1.801 -0.891
H 3.150 -0.292 -3.469
H 3.448 3.052 -3.403
C 0.745 -1.469 5.725
C -1.276 -2.693 5.227
C -2.053 -6.251 -0.891
H -1.105 -0.735 -2.241
H -2.273 -3.017 5.494
S 1.863 2.760 2.538
C 3.363 3.652 2.083
H 0.934 4.056 -3.485
C -1.697 4.750 1.164
H 0.846 5.669 -0.687
H -1.044 5.621 1.201
N -2.892 -4.761 1.691
Ti 0.996 1.075 -0.624
H -0.509 5.061 4.308
N -0.148 -2.550 -2.560
H -2.342 3.277 -0.323
C 1.120 3.743 3.872
H 3.304 4.988 -0.646
C -0.451 -6.014 -2.682
C -0.066 -4.931 -0.580
C -4.260 -2.386 1.136
C 2.498 4.328 -0.974
C 0.322 -5.185 -1.884
H 2.443 4.398 -2.057
H 0.794 3.017 4.617
C -1.762 0.170 0.448
H 3.188 2.707 -5.104
C -1.246 1.674 -3.580
H -1.700 0.788 -3.138
H -2.249 -2.175 1.965
C 1.750 -1.963 -1.635
C 2.798 -0.148 -4.492
C 3.364 -0.388 0.802
H 3.030 -0.593 4.706
H 2.964 -1.079 -5.035
N 2.636 -0.934 2.686
N -2.729 -4.070 2.897
H 0.630 -0.320 2.437
C 1.475 -4.379 -2.419
C -0.046 4.613 3.429
H 4.881 3.505 0.550
C 1.623 -0.414 2.031
N 0.946 -0.886 -1.545
N 2.028 -0.048 0.806
S -1.294 3.639 2.530
H 2.398 -4.520 -1.855
H -2.712 5.130 1.289
N -0.752 0.696 0.112
C 0.574 -2.709 3.681
H -4.176 0.059 2.350
H -1.216 2.687 -5.519
H 0.291 5.426 2.786
C -5.179 -0.135 0.416
H 1.900 4.345 4.339
H -2.703 1.843 -5.142
H 3.164 4.695 1.835
C -0.718 -3.094 4.015
C -1.646 4.109 -0.209
H 1.006 -3.067 2.755
O -0.752 -4.370 1.992
C -1.620 -6.572 -2.168
C 1.352 3.238 -4.071
C -1.467 -3.871 3.028
H -6.106 -2.066 0.070
H 3.418 -2.210 4.106
H -6.099 0.104 0.951
H 4.067 3.642 2.917
C -1.269 -5.418 -0.095
H 0.667 -0.639 -4.465
C 2.671 -1.418 4.091
H -0.162 -6.220 -3.705
H -2.985 -6.644 -0.506
H 2.757 -2.056 -1.262
H 1.246 4.716 0.768
C 2.861 3.336 -4.278
N 3.751 -0.926 1.922
H -0.947 -1.600 7.036
H 1.084 0.683 -5.531
H -4.650 -2.239 2.144
C -0.531 -1.897 6.083
C 1.298 -1.871 4.516
H -2.305 -2.358 0.187
As 0.697 1.569 -3.292
H -5.193 0.449 -0.505
H 0.540 -4.290 0.050
H -4.268 -3.463 0.963
C 1.182 4.697 -0.318
C -1.618 1.786 -5.058
S -0.040 3.466 -0.806
H -2.212 -7.235 -2.784
H -3.820 1.388 1.248
H -1.911 4.850 -0.968
N 1.101 -2.942 -2.237
H 1.666 -4.550 -3.476
H 4.426 1.952 1.229
H 1.306 -0.833 6.399
C 4.040 2.925 0.934
```

Output
HOMO-LUMO gap: 4.373 eV
Charge: +4
Energy above the lowest of the compared OMol25 structures with the same formula, charge and spin: 37.29 kcal/mol
LUMO level: -12.87 eV

C2H3OV as an isolated structure at a distorted geometry, computed with ωB97M-V/def2-TZVPD.

```
7
C2H3OV (ωB97M-V/def2-TZVPD)
O -0.739 0.984 0.537
C 0.131 -0.748 -0.118
H -0.544 -1.333 0.516
V 2.044 1.026 0.059
H -1.646 0.714 0.355
H 0.645 -1.385 -0.841
C 0.109 0.742 -0.508
```

Output
HOMO-LUMO gap (spin up / spin down): 7.391 / 7.563 eV
2S+1: 4
Charge: +1
Energy above the lowest of the compared OMol25 structures with the same formula, charge and spin: 66.85 kcal/mol
<S²>: 3.85
LUMO level (spin up / spin down): -6.29 / -6.19 eV

A 2-piece molecular cluster, CH5NO overall at a distorted geometry, computed with ωB97M-V/def2-TZVPD.

```
8
CH5NO (ωB97M-V/def2-TZVPD)
H 2.036 -0.061 -0.545
H -0.735 -0.786 -0.325
H -2.172 1.660 0.319
C -2.046 0.638 -0.033
N -0.888 0.161 0.021
O 2.546 -0.628 0.037
H -2.933 0.168 -0.385
H 1.945 -0.919 0.726
```

Output
HOMO-LUMO gap: 11.369 eV
Energy above the lowest of the compared OMol25 structures with the same formula, charge and spin: 15.51 kcal/mol
LUMO level: 1.04 eV

A 2-piece molecular cluster, C3H9S2 overall at a distorted geometry, computed with ωB97M-V/def2-TZVPD.

```
14
C3H9S2 (ωB97M-V/def2-TZVPD)
H -1.184 1.444 -1.901
H 1.059 -1.025 0.206
H 3.654 -0.674 -0.053
C -2.265 1.313 -0.020
S 1.549 -1.378 -0.997
C -1.070 1.756 -0.852
C 3.226 -1.629 -0.342
H -2.873 2.128 0.363
H -0.204 1.214 -0.476
H -2.739 0.444 -0.455
S -1.676 0.693 1.661
H -0.823 2.812 -0.721
H 3.869 -2.088 -1.097
H 3.191 -2.291 0.523
```

Output
HOMO-LUMO gap: 5.408 eV
Charge: -1
Energy above the lowest of the compared OMol25 structures with the same formula, charge and spin: 26.46 kcal/mol
LUMO level: 3.20 eV

C29H44CdN6O9S2Si as an isolated structure, computed with ωB97M-V/def2-TZVPD.

```
92
C29H44CdN6O9S2Si (ωB97M-V/def2-TZVPD)
C -5.419 0.879 -2.204
Cd 0.413 1.104 0.693
H -5.759 0.228 1.377
C -0.190 2.819 -3.543
H -0.039 5.900 -2.156
H -3.739 -1.789 2.633
H -3.151 5.421 3.578
O -3.016 3.588 0.774
H 3.213 1.352 -0.617
H -0.419 3.773 1.587
H -2.310 -0.749 2.408
O -0.130 0.034 -3.486
H 4.116 -3.939 1.209
H 3.190 3.071 -1.090
H -0.530 4.782 -4.341
C -3.928 0.376 4.303
O 4.006 1.809 2.072
H -1.473 5.604 0.215
H -1.358 2.952 2.839
C -5.353 3.289 -1.520
N 2.023 -0.731 0.926
C -5.618 0.226 2.458
H -6.282 3.154 -0.962
C 2.943 -2.684 -0.076
Si -3.059 1.926 0.776
C -0.722 -2.786 0.191
H -4.444 1.246 4.714
C -2.188 5.777 1.021
O -1.713 1.244 0.333
H -2.866 0.448 4.544
N 0.410 2.710 -1.244
H -5.594 3.627 -2.533
O 3.817 4.163 1.393
H -6.147 1.086 2.876
C -0.101 0.116 4.022
H -1.182 -3.726 2.836
C 0.150 2.107 -2.399
C -3.273 2.150 -2.330
H 3.029 -3.288 -0.967
H 2.459 -0.355 2.894
C 3.537 -3.027 1.126
H 0.557 -3.999 3.107
S 3.326 2.803 1.261
O -4.337 1.556 -0.224
C 0.279 0.588 -2.479
C 2.613 -1.046 2.077
H -4.325 -0.526 4.777
C -3.374 -0.853 2.199
C -0.263 4.198 -3.468
N 0.026 0.510 2.931
H -0.395 2.267 -4.449
H -0.783 4.603 3.097
C 2.193 -1.518 -0.134
H -2.661 2.931 -1.875
H -0.312 -2.893 -0.812
H -4.438 5.075 2.400
N 0.055 -3.628 1.110
H -1.775 6.524 1.703
C -1.184 3.912 2.352
H -2.700 1.223 -2.324
H -1.781 -3.059 0.187
H -3.482 2.430 -3.367
O -3.632 1.554 2.284
H -6.045 -0.689 2.878
C 0.007 4.824 -2.259
C -0.173 -3.427 2.539
C 3.642 2.335 -0.429
H -4.859 -0.057 -2.218
N 0.529 -5.957 0.377
C -3.515 4.696 2.844
C -4.130 0.325 2.793
H 3.837 -2.412 3.175
H -0.635 -1.735 0.490
C 1.555 -1.112 -1.460
H -3.508 -0.888 1.116
O 1.849 2.743 1.405
H -0.041 -2.374 2.757
C 3.379 -2.191 2.220
O 1.772 -1.822 -2.435
S -0.294 -0.473 5.544
H -6.333 0.728 -1.626
H 0.587 4.464 -0.204
H -3.112 6.166 0.584
H -3.732 3.755 3.347
H -4.757 4.051 -1.018
H -5.687 1.144 -3.229
C -4.575 1.974 -1.558
C -2.471 4.468 1.751
N 0.877 0.053 -1.381
C 0.288 -4.875 0.715
H 4.722 2.313 -0.561
C 0.343 4.035 -1.170
```

Output
HOMO-LUMO gap: 7.502 eV
Charge: -2
Energy above the lowest of the compared OMol25 structures with the same formula, charge and spin: 0.00 kcal/mol
LUMO level: 4.24 eV

A 2-piece molecular cluster, C2H8O2 overall at a distorted geometry, computed with ωB97M-V/def2-TZVPD.

```
12
C2H8O2 (ωB97M-V/def2-TZVPD)
H 2.067 0.304 1.153
H -3.055 0.542 0.068
H 0.804 0.261 -0.130
C 1.898 0.029 0.092
O -1.147 -0.727 -0.396
H -2.815 -1.255 0.022
H 1.984 -1.011 -0.122
C -2.310 -0.270 0.426
H -1.879 -0.146 1.383
H 2.361 1.628 -0.981
O 2.643 0.664 -0.925
H -0.551 -0.020 -0.590
```

Output
HOMO-LUMO gap: 10.986 eV
Energy above the lowest of the compared OMol25 structures with the same formula, charge and spin: 52.04 kcal/mol
LUMO level: 0.69 eV

C42H52MgN5O6S2Si as an isolated structure at a distorted geometry, computed with ωB97M-V/def2-TZVPD.

```
109
C42H52MgN5O6S2Si (ωB97M-V/def2-TZVPD)
C -0.504 -0.498 -5.553
H 1.732 0.902 -4.711
C 1.748 5.474 2.610
N -2.621 -0.740 1.630
N 1.378 0.453 2.601
H -5.704 -2.362 -0.047
N 1.206 3.210 2.026
C -0.238 -4.330 0.308
H -3.921 3.408 0.399
N -2.190 2.946 2.288
H -0.347 2.832 5.936
C -3.565 -1.643 -3.233
C 1.021 4.513 1.893
C 4.232 0.571 -1.695
H 1.523 6.536 2.491
S 1.794 -0.916 1.917
N -2.141 1.893 1.500
C -1.451 2.716 3.416
C -1.451 3.831 4.393
C 1.319 0.211 -3.961
C 2.785 5.041 3.402
H 4.836 3.826 4.730
H 0.995 -2.751 -5.765
H -0.159 -3.637 1.160
C 2.155 2.747 2.849
C -2.831 -2.062 1.732
O -0.111 -1.734 -3.556
H 1.472 -4.290 -2.740
H -5.155 2.121 0.280
H -4.810 -4.255 -3.062
C 2.242 0.686 -0.296
C 0.828 -3.978 -0.715
H -1.214 0.170 -5.035
H -2.291 5.143 2.910
H -0.121 -5.377 0.624
C 2.659 -0.441 0.415
O 2.630 -1.898 2.640
Si -0.593 -1.855 -1.977
H 2.728 2.065 -1.873
H 3.540 -0.217 3.884
H 2.168 -2.391 -4.470
C -4.800 -1.960 0.412
H 3.438 5.722 3.934
C 3.873 -1.058 0.074
H 5.186 1.413 4.905
C -0.818 3.761 5.634
C 2.227 -4.022 -0.153
H 2.274 -3.516 0.817
C -2.995 -3.013 -2.941
H 1.252 -5.796 -1.803
H -2.063 -2.585 2.294
H -4.124 -3.768 1.413
H -2.108 -4.712 -3.909
H -4.471 -3.534 -1.428
C 4.142 3.141 4.252
C -1.937 5.064 3.931
C 0.563 -0.956 -4.566
H 2.490 -5.087 -0.033
C -2.441 -3.700 -4.185
H -5.226 -0.030 -0.425
C 1.545 -1.936 -5.258
H 2.180 -1.399 -5.986
H 0.256 4.810 1.186
C 2.322 1.327 3.056
H 5.546 -1.065 -1.290
H -2.746 -1.004 -3.598
H -0.191 -4.858 -2.395
H 6.125 0.910 -2.596
H 2.938 -3.571 -0.869
H -1.046 -1.368 -5.969
C -3.945 -2.727 1.216
H 0.661 0.757 -3.248
Mg -0.791 0.319 2.058
C -1.449 6.089 6.077
S -1.033 0.103 -1.286
O -1.911 -2.833 -1.977
C -4.105 2.380 0.055
O 0.561 -2.611 -1.119
H -1.484 6.961 6.745
O -0.922 1.584 3.701
C -4.008 -3.985 -2.323
C 4.322 1.775 4.353
H -3.450 -4.893 -2.035
C -0.836 4.881 6.473
C 0.834 -4.790 -1.991
H -1.585 -3.158 -4.572
C 3.051 3.665 3.519
H -2.477 7.067 4.441
C 5.066 1.082 -2.830
H 2.144 -0.202 -3.376
H 4.815 0.569 -3.790
H -0.047 0.058 -6.385
C 3.027 1.193 -1.329
H 4.236 -1.907 0.638
O 0.419 -1.406 1.611
C 3.423 0.850 3.783
H 1.328 1.203 -0.065
C -1.990 6.159 4.800
C -4.558 -0.586 0.227
C 4.628 -0.570 -0.992
H -3.898 2.345 -1.030
H -3.236 -3.822 -4.941
H -4.380 -1.743 -3.976
H -3.977 -1.177 -2.315
C -3.229 1.464 0.850
C -3.461 0.036 0.896
H -1.210 -4.171 -0.191
H 4.896 2.151 -2.978
H -0.393 4.757 7.461
```

Output
HOMO-LUMO gap (spin up / spin down): 5.986 / 5.988 eV
Charge: -1
Energy above the lowest of the compared OMol25 structures with the same formula, charge and spin: 0.00 kcal/mol
LUMO level (spin up / spin down): 1.76 / 1.76 eV